Entry 1:
{
  "formula": "C8H17N4",
  "method": "ωB97M-V/def2-TZVPD",
  "symbols": ["C", "C", "C", "C", "C", "C", "C", "C", "N", "N", "N", "N", "H", "H", "H", "H", "H", "H", "H", "H", "H", "H", "H", "H", "H", "H", "H", "H", "H"],
  "coordinates": [[1.17, 1.61, -0.99], [2.51, 0.07, 0.30], [0.14, 0.56, -1.64], [-0.35, -0.44, -0.63], [-0.97, 1.33, 1.02], [-1.56, -1.01, 1.42], [-2.66, 0.20, -0.48], [-1.34, 0.05, 0.35], [2.17, 1.29, -0.34], [1.73, -0.39, 1.16], [3.77, -0.33, -0.10], [-0.11, -1.69, -0.76], [1.11, 2.69, -1.30], [-0.78, 0.98, -1.95], [0.59, 0.11, -2.50], [-0.25, 1.21, 1.79], [-1.78, 1.63, 1.63], [-0.64, 2.04, 0.38], [-1.95, -0.65, 2.34], [-1.98, -1.95, 1.03], [-0.57, -1.36, 1.86], [-3.53, 0.16, 0.15], [-2.80, -0.57, -1.20], [-2.45, 1.11, -0.96], [2.07, -1.08, 1.77], [4.12, -0.01, -0.92], [4.22, -1.16, 0.39], [0.35, -2.01, -1.67], [-0.22, -2.39, -0.13]],
  "s2": 2.013,
  "lumo_energy_ev": [-3.7, -6.5],
  "fmax_ev_per_a": 8.8,
  "gap_ev": [5.62, 6.73],
  "total_charge": 1,
  "de_lowest_kj_mol": 199.7,
  "multiplicity": 3
}


Entry 2:
{
  "formula": "C3H7NOS",
  "method": "ωB97M-V/def2-TZVPD",
  "symbols": ["C", "C", "C", "N", "O", "S", "H", "H", "H", "H", "H", "H", "H"],
  "coordinates": [[-0.50, -0.83, 0.38], [0.95, -0.96, 0.62], [-0.36, 0.37, -0.41], [-1.38, 1.03, -1.05], [2.25, 0.98, -1.11], [1.25, -0.05, -1.03], [-0.94, -1.63, -0.28], [-1.09, -0.77, 1.35], [1.27, -0.72, 1.67], [1.26, -1.99, 0.34], [0.77, 1.96, 0.98], [-2.17, 0.60, -0.60], [-1.32, 2.00, -0.86]],
  "lumo_energy_ev": [-0.4, -0.3],
  "fmax_ev_per_a": 3.1,
  "gap_ev": [7.26, 8.96],
  "total_charge": 0,
  "de_lowest_kj_mol": 638.9,
  "multiplicity": 1
}


Entry 3:
{
  "formula": "C12H6LuNO5",
  "method": "ωB97M-V/def2-TZVPD",
  "symbols": ["O", "C", "Lu", "O", "C", "C", "O", "C", "O", "C", "O", "H", "N", "C", "C", "C", "C", "C", "C", "C", "H", "H", "H", "H", "H"],
  "coordinates": [[2.17, 3.33, -5.19], [2.23, 2.84, -4.16], [1.89, -1.28, -1.35], [-1.09, -0.52, -3.01], [-0.11, -0.48, -2.41], [0.44, -2.98, -2.32], [-0.49, -3.39, -2.92], [1.99, -3.53, -2.37], [2.27, -4.31, -3.23], [2.01, -1.12, -3.71], [1.74, -0.99, -4.84], [2.58, -3.02, -1.38], [0.79, -0.41, 0.28], [0.09, 0.14, 1.04], [-0.69, 0.79, 2.03], [-0.87, 2.17, 2.04], [-1.57, 2.74, 3.09], [-2.09, 1.91, 4.12], [-1.90, 0.49, 4.07], [-1.20, -0.05, 3.02], [-0.46, 2.79, 1.25], [-1.73, 3.83, 3.15], [-2.66, 2.34, 4.97], [-2.30, -0.17, 4.87], [-1.02, -1.13, 2.95]],
  "lumo_energy_ev": [-9.9, -9.8],
  "fmax_ev_per_a": 7.0,
  "gap_ev": [6.24, 5.83],
  "total_charge": 2,
  "multiplicity": 1
}


Entry 4:
{
  "formula": "C7H12F9NNbS",
  "method": "ωB97M-V/def2-TZVPD",
  "symbols": ["C", "C", "S", "C", "Nb", "N", "C", "F", "F", "C", "F", "F", "C", "F", "F", "C", "F", "F", "F", "H", "H", "H", "H", "H", "H", "H", "H", "H", "H", "H", "H"],
  "coordinates": [[-2.03, -2.29, 2.50], [-1.24, -3.29, 1.66], [-0.26, -2.51, 0.36], [1.18, -1.93, 1.25], [2.07, -0.02, 0.33], [1.77, -0.61, -1.62], [0.24, 1.45, 0.55], [-0.59, 0.98, 1.58], [0.61, 2.76, 0.94], [-0.75, 1.74, -0.59], [-1.16, 0.56, -1.17], [-1.88, 2.34, -0.13], [-0.21, 2.68, -1.72], [1.13, 2.51, -1.92], [-0.44, 3.98, -1.38], [-0.88, 2.49, -3.11], [-0.63, 1.29, -3.65], [-0.41, 3.40, -3.97], [-2.21, 2.63, -3.04], [-2.55, -1.58, 1.84], [-1.37, -1.71, 3.15], [-2.78, -2.80, 3.12], [-1.91, -3.98, 1.13], [-0.58, -3.90, 2.29], [0.88, -1.58, 2.26], [1.92, -2.72, 1.36], [3.74, -0.70, 0.54], [3.03, 1.38, -0.35], [2.41, 0.68, 1.99], [1.03, -1.28, -1.82], [1.87, 0.05, -2.38]],
  "lumo_energy_ev": 2.8,
  "fmax_ev_per_a": 2.4,
  "gap_ev": 7.65,
  "total_charge": -1,
  "multiplicity": 1
}


Entry 5:
{
  "formula": "C28H38N5OsPS3Si",
  "method": "ωB97M-V/def2-TZVPD",
  "symbols": ["Os", "C", "C", "C", "C", "C", "C", "N", "N", "Si", "C", "C", "C", "H", "H", "H", "H", "H", "H", "H", "H", "H", "H", "H", "H", "H", "H", "H", "S", "C", "C", "N", "C", "S", "C", "N", "C", "C", "C", "C", "P", "C", "C", "C", "C", "C", "C", "C", "C", "C", "C", "H", "H", "H", "H", "H", "H", "H", "H", "H", "H", "H", "H", "H", "H", "H", "H", "H", "H", "H", "H", "H", "H", "H", "S", "C", "N"],
  "coordinates": [[-0.94, -0.39, 0.42], [3.06, -0.66, 2.01], [1.94, 0.11, 2.64], [2.19, 0.85, 3.78], [1.15, 1.51, 4.43], [-0.13, 1.37, 3.96], [-0.33, 0.56, 2.83], [0.69, 0.01, 2.14], [-1.52, 0.32, 2.23], [-3.11, 0.62, 2.96], [-3.08, -0.21, 4.64], [-4.42, -0.19, 1.93], [-3.48, 2.45, 3.15], [3.86, -0.80, 2.74], [3.47, -0.14, 1.15], [2.71, -1.64, 1.69], [3.20, 0.89, 4.17], [1.35, 2.13, 5.30], [-0.97, 1.87, 4.43], [-2.87, -1.28, 4.53], [-4.06, -0.11, 5.11], [-2.34, 0.20, 5.32], [-4.19, -1.23, 1.72], [-4.60, 0.33, 0.99], [-5.36, -0.17, 2.49], [-2.90, 2.93, 3.93], [-4.54, 2.57, 3.41], [-3.31, 2.99, 2.22], [-1.84, 1.73, -0.13], [-3.08, 1.35, -1.23], [-3.81, 2.44, -1.80], [-4.38, 3.34, -2.24], [-3.40, 0.05, -1.55], [-2.59, -1.23, -0.74], [-4.44, -0.29, -2.47], [-5.26, -0.59, -3.22], [1.55, 0.39, -4.11], [0.34, 0.38, -3.14], [-0.83, -0.32, -3.84], [0.02, 1.86, -2.93], [0.71, -0.45, -1.46], [2.15, 0.54, -0.94], [3.47, 0.24, -1.30], [4.51, 1.09, -0.97], [4.25, 2.26, -0.27], [2.95, 2.58, 0.09], [1.91, 1.72, -0.25], [1.24, -2.25, -1.76], [-0.01, -3.14, -1.89], [2.01, -2.71, -0.52], [2.09, -2.54, -3.00], [1.31, 1.10, -4.90], [1.72, -0.57, -4.59], [2.46, 0.74, -3.64], [-1.06, 0.23, -4.76], [-1.72, -0.33, -3.23], [-0.58, -1.34, -4.13], [-0.29, 2.28, -3.89], [0.89, 2.42, -2.60], [-0.79, 2.04, -2.23], [3.70, -0.67, -1.84], [5.52, 0.83, -1.25], [5.07, 2.92, 0.00], [2.74, 3.48, 0.64], [0.90, 1.98, 0.04], [-0.56, -3.22, -0.95], [0.33, -4.14, -2.16], [-0.69, -2.80, -2.67], [1.48, -2.48, 0.40], [3.02, -2.29, -0.47], [2.11, -3.80, -0.57], [1.51, -2.51, -3.91], [2.46, -3.56, -2.89], [2.96, -1.89, -3.12], [-0.38, -4.38, 2.96], [-0.53, -3.15, 1.93], [-0.60, -2.27, 1.16]],
  "lumo_energy_ev": [-2.2, -2.3],
  "fmax_ev_per_a": 0.7,
  "gap_ev": [5.52, 5.49],
  "total_charge": 0,
  "de_lowest_kj_mol": 0.0,
  "multiplicity": 1
}